Density functional theory data (ωB97M-V with the def2-TZVPD basis set) for one molecule with the formula C15H12BF3O2 in a non-equilibrium geometry.

The geometry in XYZ format:
```
33
Properties=species:S:1:pos:R:3:forces:R:3
O -3.046258 5.771801 -1.485108 1.54 0.00 0.64
B -1.703512 5.828027 -1.026594 -0.28 0.43 0.75
O -0.969881 7.009207 -0.807408 -0.52 -0.11 -0.62
C -1.010703 4.475758 -0.608235 0.75 0.91 0.16
C -1.650310 3.367035 -0.255984 0.10 -0.91 0.60
C -1.121394 2.001090 -0.010516 0.52 2.36 0.50
C 0.079584 1.794404 -0.632552 -0.48 -0.09 -0.98
C 0.635234 0.550610 -0.577788 2.86 0.36 -1.41
C 0.197264 -0.379819 0.274615 -1.00 -1.93 1.30
C 0.821938 -1.750646 0.361895 -0.57 0.37 -0.99
C 0.855205 -2.449814 1.566524 1.13 -2.06 -2.58
C 1.234496 -3.815947 1.523248 0.23 0.76 2.02
C 1.638583 -4.472277 0.368021 -1.10 2.25 1.15
C 1.868158 -5.914194 0.352109 -1.13 0.94 1.47
F 0.875834 -6.420406 1.137403 0.56 -1.13 0.06
F 3.060980 -6.234344 0.899168 -0.49 -0.65 -0.74
F 1.673912 -6.381033 -0.864082 0.87 -1.24 -0.47
C 1.517635 -3.747311 -0.779668 0.53 -0.97 -2.46
C 1.180634 -2.419874 -0.843442 -0.21 0.41 1.92
C -0.978422 -0.095273 0.993315 0.60 -3.42 1.35
C -1.652815 1.053330 0.863380 -1.34 1.87 -0.02
H -3.676586 6.503179 -1.526371 0.83 0.12 0.07
H -0.007033 7.036034 -0.609250 -1.36 -0.67 -0.18
H 0.076812 4.541147 -0.412953 -0.36 -0.33 -0.70
H -2.668995 3.458993 -0.058683 -2.00 0.09 -0.34
H 0.430065 2.597171 -1.264904 0.33 -0.31 -0.13
H 1.526658 0.285689 -1.155290 -0.17 0.42 0.04
H 0.691899 -1.967068 2.471582 -0.59 0.62 1.48
H 1.209074 -4.323729 2.504917 0.18 0.05 -0.75
H 1.615226 -4.351217 -1.702089 0.26 0.88 0.32
H 1.192015 -1.912486 -1.780099 -0.33 0.28 -0.49
H -1.335263 -0.939695 1.638828 0.10 1.09 -0.46
H -2.560032 1.301658 1.446011 0.54 -0.39 -0.48
```
Forces are in eV/Å.

Summary:
gap between HOMO and LUMO = 8.60 eV
E_LUMO = 0.1 eV
M = 292.065 g/mol
HOMO level = -8.541 eV